{
  "formula": "CH2Cl2FPS",
  "method": "ωB97M-V/def2-TZVPD",
  "e_above_lowest_ev": 2.325,
  "fmax_ev_per_a": 2.68,
  "orbital_gap_ev": [6.77, 6.76],
  "charge": 0,
  "e_lumo_ev": [-1.964, -1.965],
  "elements": ["C", "F", "P", "S", "Cl", "Cl", "H", "H"],
  "coordinates": [[1.7098, -0.0253, -0.1407], [1.6326, -0.9883, -1.1022], [-2.4532, 0.1795, 1.0103], [0.0613, 0.6320, 0.3012], [-2.9180, 1.5191, -0.4547], [-2.5709, -1.5918, 0.2385], [2.1704, -0.4321, 0.6803], [2.3679, 0.7069, -0.5327]],
  "forces_ev_per_angstrom": [[-1.959, -0.810, -0.341], [-0.067, -0.805, -0.717], [2.253, 1.443, 0.198], [-0.675, 1.886, -0.401], [0.037, -0.533, 0.310], [-0.604, -1.570, -0.878], [1.059, -1.192, 2.123], [-0.043, 1.581, -0.293]]
}

{
  "formula": "CH2Cl2N2",
  "method": "ωB97M-V/def2-TZVPD",
  "e_above_lowest_ev": 5.227,
  "fmax_ev_per_a": 3.26,
  "orbital_gap_ev": [8.04, 7.62],
  "charge": 0,
  "e_lumo_ev": [-0.695, -0.404],
  "elements": ["C", "N", "N", "Cl", "Cl", "H", "H"],
  "coordinates": [[-1.4114, -0.4650, -0.5754], [-2.9764, 1.1577, -0.2531], [-0.3801, -0.2298, 0.1886], [-1.9083, -2.0351, -0.0742], [-4.2664, 0.4821, 0.1895], [-0.1533, 0.7257, 0.2841], [0.0049, -1.0119, 0.7579]],
  "forces_ev_per_angstrom": [[-0.230, -0.106, 0.228], [2.742, 1.577, -0.791], [0.332, -0.818, 0.160], [-0.973, -1.458, -0.507], [-2.748, -1.481, 0.861], [1.014, 0.888, 0.177], [-0.136, 1.398, -0.128]]
}

{
  "formula": "CH2Cl2N2",
  "method": "ωB97M-V/def2-TZVPD",
  "e_above_lowest_ev": 0.894,
  "fmax_ev_per_a": 6.80,
  "smiles": "N/C(Cl)=N/Cl",
  "orbital_gap_ev": 9.78,
  "charge": 0,
  "e_lumo_ev": 0.612,
  "elements": ["N", "C", "Cl", "N", "Cl", "H", "H"],
  "coordinates": [[0.2452, 0.1493, 0.0315], [1.6164, 0.1012, -0.0651], [2.2645, 1.7043, 0.0248], [2.4482, -1.0719, 0.0487], [4.0959, -0.6530, -0.0085], [-0.1732, -0.6860, -0.4174], [-0.1612, 0.9536, -0.3939]],
  "forces_ev_per_angstrom": [[0.268, -2.585, -1.116], [3.642, -3.414, 1.443], [0.116, -0.090, -0.244], [-4.464, 5.054, -0.886], [0.234, -0.193, 0.063], [0.247, 0.461, 0.784], [-0.044, 0.766, -0.044]]
}

{
  "formula": "CH2Cl2N2S",
  "method": "ωB97M-V/def2-TZVPD",
  "e_above_lowest_ev": 0.000,
  "fmax_ev_per_a": 1.39,
  "smiles": "ClNCl.N=C=S",
  "orbital_gap_ev": 9.55,
  "charge": 0,
  "e_lumo_ev": 0.005,
  "elements": ["Cl", "N", "Cl", "H", "N", "C", "S", "H"],
  "coordinates": [[-1.9265, -0.5506, 0.5968], [-1.0772, -0.2894, -0.8542], [-1.9902, -1.2245, -2.0975], [-1.3038, 0.7081, -1.0064], [0.9927, 0.6370, 1.3967], [1.6149, 0.1999, 0.4687], [2.3668, -0.0878, -0.8429], [1.3233, 0.6072, 2.3387]],
  "forces_ev_per_angstrom": [[-0.341, -0.226, 1.163], [-0.698, -0.025, -0.810], [0.688, 0.827, 0.260], [0.123, -0.629, -0.591], [-0.277, -0.218, 0.246], [-0.061, 0.928, 0.240], [0.625, -0.663, -1.056], [-0.059, 0.006, 0.549]]
}

{
  "formula": "CH2Cl2O2P",
  "method": "ωB97M-V/def2-TZVPD",
  "e_above_lowest_ev": 0.000,
  "fmax_ev_per_a": 3.67,
  "smiles": "O=[P@]([O-])(Cl)CCl",
  "orbital_gap_ev": 9.16,
  "charge": -1,
  "e_lumo_ev": 3.447,
  "elements": ["O", "P", "O", "Cl", "C", "Cl", "H", "H"],
  "coordinates": [[-1.2647, 1.0593, 1.3346], [-1.0478, 0.3573, 0.0570], [-1.4546, 0.9721, -1.2220], [-1.9064, -1.4652, 0.2067], [0.9405, -0.1701, -0.0725], [2.6740, 0.8401, 0.0214], [1.0753, -0.9172, 0.7121], [0.9837, -0.6763, -1.0374]],
  "forces_ev_per_angstrom": [[0.077, -0.309, 0.556], [2.256, 2.895, -0.006], [0.123, -0.539, -0.472], [-0.014, -1.303, -0.027], [-0.534, -0.321, 0.084], [-2.571, -0.873, -0.107], [0.243, 0.235, -0.040], [0.419, 0.215, 0.012]]
}

{
  "formula": "CH2Cl2O3PS",
  "method": "ωB97M-V/def2-TZVPD",
  "e_above_lowest_ev": 0.323,
  "fmax_ev_per_a": 3.64,
  "smiles": "O=S(=O)([O-])PC(Cl)Cl",
  "orbital_gap_ev": 8.47,
  "charge": -1,
  "e_lumo_ev": 3.259,
  "elements": ["O", "S", "O", "O", "P", "C", "Cl", "Cl", "H", "H"],
  "coordinates": [[-2.6975, 0.8489, -0.4291], [-1.5962, 0.1928, 0.1809], [-1.6969, -1.2346, 0.1544], [-0.9538, 0.6956, 1.3504], [-0.0271, 0.2673, -1.4009], [1.3890, -0.3773, 0.1793], [3.1289, -0.1356, -0.1333], [0.9590, -2.0425, 0.2299], [0.4451, 1.5404, -1.1226], [1.0496, 0.2450, 0.9908]],
  "forces_ev_per_angstrom": [[-1.690, 1.698, -0.013], [2.094, -1.434, -2.495], [-1.111, -1.589, 0.558], [-0.197, 1.389, 1.786], [1.902, -0.651, 2.154], [-1.651, 1.005, -3.090], [-0.277, 0.113, -0.032], [0.774, -1.131, 0.829], [-0.016, 0.966, -0.135], [0.171, -0.365, 0.438]]
}

{
  "formula": "CH2Cl2PdS4",
  "method": "ωB97M-V/def2-TZVPD",
  "fmax_ev_per_a": 0.62,
  "orbital_gap_ev": 5.25,
  "charge": -2,
  "e_lumo_ev": 5.583,
  "elements": ["Pd", "Cl", "C", "Cl", "H", "H", "S", "S", "S", "S"],
  "coordinates": [[-0.1265, 0.0915, 0.5150], [-1.3694, 0.3290, 2.5951], [-1.8425, -0.7986, -0.1122], [-2.1103, -1.4925, -1.8091], [-2.6546, -0.0806, -0.0117], [-2.0286, -1.6574, 0.5311], [0.8192, -0.2277, -1.5387], [2.6667, 0.8065, -1.6582], [3.3517, 1.2444, 0.2571], [1.6997, 1.2414, 1.5605]],
  "forces_ev_per_angstrom": [[-0.119, 0.071, 0.031], [0.062, -0.042, -0.082], [-0.060, -0.058, -0.081], [0.025, 0.012, 0.042], [0.042, -0.038, 0.046], [-0.008, 0.080, 0.012], [0.382, -0.196, 0.148], [-0.414, 0.438, -0.124], [-0.004, -0.548, 0.286], [0.093, 0.282, -0.279]]
}

{
  "formula": "CH2Cl2S2",
  "method": "ωB97M-V/def2-TZVPD",
  "e_above_lowest_ev": 2.188,
  "fmax_ev_per_a": 1.90,
  "orbital_gap_ev": [9.21, 6.07],
  "charge": 0,
  "e_lumo_ev": [0.025, -1.976],
  "elements": ["C", "S", "S", "Cl", "Cl", "H", "H"],
  "coordinates": [[-0.2916, -1.0472, -1.6408], [0.5959, 0.9074, 2.4884], [0.3317, 1.9921, 0.8488], [0.1780, -1.8493, -3.0441], [-1.2423, -1.7099, -0.3969], [0.2970, -0.1011, -1.6718], [0.1314, 1.8081, 3.4164]],
  "forces_ev_per_angstrom": [[0.994, 1.469, -0.437], [-0.336, 0.779, 0.004], [0.083, -0.303, 0.287], [-0.332, -1.082, -0.351], [0.512, 0.297, -0.529], [-1.162, -0.665, 1.345], [0.241, -0.494, -0.319]]
}

{
  "formula": "CH2Cl3",
  "method": "ωB97M-V/def2-TZVPD",
  "e_above_lowest_ev": 0.055,
  "fmax_ev_per_a": 0.87,
  "orbital_gap_ev": 7.17,
  "charge": -1,
  "e_lumo_ev": 3.228,
  "elements": ["Cl", "C", "Cl", "Cl", "H", "H"],
  "coordinates": [[0.3941, -2.2132, -2.2470], [-0.0747, 0.3345, 0.2711], [1.1225, 0.3248, 1.5798], [-1.3367, 1.4276, 0.9315], [0.3220, 0.8075, -0.6271], [-0.4272, -0.6813, 0.0918]],
  "forces_ev_per_angstrom": [[-0.060, 0.160, 0.166], [-0.015, 0.493, 0.457], [0.736, -0.428, -0.202], [-0.647, -0.140, -0.547], [0.038, -0.346, 0.238], [-0.052, 0.262, -0.113]]
}

{
  "formula": "CH2Cl3ISi",
  "method": "ωB97M-V/def2-TZVPD",
  "e_above_lowest_ev": 2.453,
  "fmax_ev_per_a": 3.40,
  "orbital_gap_ev": [9.22, 6.34],
  "charge": 0,
  "e_lumo_ev": [-1.102, -3.279],
  "elements": ["C", "Si", "Cl", "Cl", "Cl", "I", "H", "H"],
  "coordinates": [[-0.5760, -0.7653, 0.5574], [1.0761, -0.1468, -0.2230], [2.1374, -1.6543, -0.9744], [2.0465, 0.6256, 1.3058], [0.6622, 1.3426, -1.6682], [-3.2788, 2.4935, -0.5404], [-0.8138, -0.5946, 1.5618], [-1.2536, -1.3008, -0.0189]],
  "forces_ev_per_angstrom": [[2.814, 1.101, -1.566], [-3.171, 0.205, 0.022], [0.390, -0.519, -0.587], [0.991, 0.825, 1.008], [0.335, -0.931, 0.727], [0.077, -0.057, 0.007], [-0.210, 0.296, 1.317], [-1.227, -0.920, -0.928]]
}

{
  "formula": "CH2Cl4Si",
  "method": "ωB97M-V/def2-TZVPD",
  "e_above_lowest_ev": 4.146,
  "fmax_ev_per_a": 4.68,
  "smiles": "ClC=[Si](Cl)Cl.Cl",
  "orbital_gap_ev": 7.98,
  "charge": 0,
  "e_lumo_ev": -0.476,
  "elements": ["Cl", "C", "Si", "Cl", "Cl", "H", "Cl", "H"],
  "coordinates": [[-2.6151, 2.4025, -0.2132], [-1.1439, 1.3070, -0.0358], [-1.3552, -0.4472, -0.0875], [-3.1021, -1.2054, -0.7004], [0.1523, -1.7068, -0.2803], [-0.4329, 1.7561, 0.5179], [3.8230, -0.8174, 0.0322], [4.6739, -1.2888, 0.7670]],
  "forces_ev_per_angstrom": [[1.390, -1.198, 0.199], [-3.843, -2.187, -1.536], [-0.486, 2.680, -0.091], [-0.224, -0.240, -0.135], [0.677, -0.562, 0.061], [2.485, 1.505, 1.500], [-1.587, 0.879, -1.367], [1.587, -0.877, 1.368]]
}

{
  "formula": "CH2Cl4Si",
  "method": "ωB97M-V/def2-TZVPD",
  "e_above_lowest_ev": 0.201,
  "fmax_ev_per_a": 1.71,
  "smiles": "ClC[Si](Cl)(Cl)Cl",
  "orbital_gap_ev": 11.37,
  "charge": 0,
  "e_lumo_ev": 0.389,
  "elements": ["Cl", "C", "Si", "Cl", "Cl", "Cl", "H", "H"],
  "coordinates": [[-1.1559, -0.8265, 1.7131], [-1.0393, 0.1254, 0.2678], [0.7326, 0.0052, -0.3299], [0.9955, 0.6781, -2.3065], [1.4052, -1.9557, -0.2750], [2.0562, 1.1282, 0.9176], [-1.6856, -0.3096, -0.4689], [-1.3086, 1.1549, 0.4818]],
  "forces_ev_per_angstrom": [[-0.209, -0.518, 1.136], [0.873, 0.434, -0.580], [1.673, 0.310, -0.151], [-0.324, -0.284, 1.176], [-0.356, 0.777, -0.069], [-1.149, -0.782, -0.933], [-0.421, -0.012, -0.473], [-0.088, 0.075, -0.106]]
}

{
  "formula": "CH2ClN2O2",
  "method": "ωB97M-V/def2-TZVPD",
  "e_above_lowest_ev": 4.469,
  "fmax_ev_per_a": 2.87,
  "orbital_gap_ev": 6.25,
  "charge": -1,
  "e_lumo_ev": 2.195,
  "elements": ["C", "N", "N", "O", "O", "Cl", "H", "H"],
  "coordinates": [[-2.9637, 0.7901, -0.3983], [0.7722, 0.0725, 0.5892], [1.7116, -0.1791, -0.2282], [1.7337, 0.4377, -1.3199], [2.5584, -1.0494, 0.0012], [-2.8159, -0.5959, 0.5516], [-1.8989, 1.0400, -0.6683], [0.9027, -0.5158, 1.4725]],
  "forces_ev_per_angstrom": [[0.530, 0.136, -0.133], [-1.523, 0.116, 2.428], [-0.374, -0.010, -0.686], [0.028, 0.339, -0.303], [1.463, -1.156, 0.399], [0.080, 0.144, -0.114], [-0.454, -0.328, 0.291], [0.250, 0.760, -1.882]]
}

{
  "formula": "CH2ClN2O2",
  "method": "ωB97M-V/def2-TZVPD",
  "e_above_lowest_ev": 0.945,
  "fmax_ev_per_a": 2.33,
  "orbital_gap_ev": 5.49,
  "charge": -1,
  "e_lumo_ev": 1.673,
  "elements": ["C", "N", "N", "O", "O", "Cl", "H", "H"],
  "coordinates": [[0.1020, -0.3153, 0.4745], [-0.0566, -0.0505, -0.7580], [-1.2614, 0.4231, -1.2014], [-2.2862, 0.0376, -0.6562], [-1.2142, 1.1628, -2.1684], [4.3264, -0.4261, 2.3003], [1.0524, -0.7141, 0.7847], [-0.6624, -0.1175, 1.2245]],
  "forces_ev_per_angstrom": [[-0.690, 0.585, -0.306], [2.124, -0.942, 0.177], [-1.775, 0.787, -0.226], [0.199, 0.090, -0.174], [0.046, -0.413, 0.646], [-0.218, -0.023, -0.057], [0.395, -0.077, 0.014], [-0.082, -0.008, -0.074]]
}

{
  "formula": "CH2ClNO2S2",
  "method": "ωB97M-V/def2-TZVPD",
  "e_above_lowest_ev": 0.364,
  "fmax_ev_per_a": 3.71,
  "orbital_gap_ev": 9.11,
  "charge": 0,
  "e_lumo_ev": -1.008,
  "elements": ["C", "N", "O", "O", "S", "S", "Cl", "H", "H"],
  "coordinates": [[-0.6502, -1.4766, 0.0432], [0.4659, -1.4296, 0.4105], [-1.7357, 1.3432, 0.9648], [-0.1403, 1.2129, -0.7854], [-2.1619, -1.4553, -0.3545], [-1.5680, 1.2387, -0.4631], [2.7270, 0.6484, -0.0042], [1.3599, -0.8986, 0.8495], [1.7032, 0.8168, -0.6609]],
  "forces_ev_per_angstrom": [[1.864, 0.172, 1.149], [2.250, 1.180, 1.089], [-0.837, 0.252, -0.491], [-1.353, 0.023, -0.849], [-1.341, -0.599, -0.715], [1.991, 0.480, 1.296], [2.225, -0.307, 1.262], [-2.916, -1.616, -1.620], [-1.882, 0.415, -1.121]]
}

{
  "formula": "CH2ClNOS",
  "method": "ωB97M-V/def2-TZVPD",
  "e_above_lowest_ev": 4.903,
  "fmax_ev_per_a": 2.95,
  "orbital_gap_ev": [9.52, 6.61],
  "charge": 0,
  "e_lumo_ev": [-1.039, -2.606],
  "elements": ["C", "N", "O", "S", "Cl", "H", "H"],
  "coordinates": [[1.5069, 0.3350, 0.1656], [-0.6133, -1.2164, -0.3024], [-2.9976, -0.3096, -0.0984], [-1.5641, -0.0804, -0.1964], [0.6266, 1.6990, -0.2203], [1.6909, -0.5581, -0.5888], [1.3505, 0.1305, 1.2407]],
  "forces_ev_per_angstrom": [[-1.198, -2.679, -0.326], [0.604, -0.583, 0.127], [-0.060, -0.084, -0.140], [-0.951, 0.059, 0.210], [1.045, 1.097, -0.631], [-0.213, 2.434, 1.506], [0.773, -0.243, -0.746]]
}

{
  "formula": "CH2ClNOS2",
  "method": "ωB97M-V/def2-TZVPD",
  "e_above_lowest_ev": 0.608,
  "fmax_ev_per_a": 4.10,
  "smiles": "O=CN(Cl)SS",
  "orbital_gap_ev": 9.88,
  "charge": 0,
  "e_lumo_ev": 0.272,
  "elements": ["O", "C", "N", "Cl", "S", "S", "H", "H"],
  "coordinates": [[-2.8304, 0.0367, 1.4591], [-1.6800, -0.1455, 1.3591], [-1.0413, -0.7406, -0.0227], [-2.1795, -1.1228, -1.2789], [0.5463, -1.1255, -0.0920], [1.4973, 0.4853, -0.9505], [-0.8326, 0.0109, 2.0142], [1.5208, 0.0427, -2.2090]],
  "forces_ev_per_angstrom": [[-0.039, 0.061, 0.280], [0.972, -1.367, -3.742], [-1.993, 1.095, 2.714], [0.554, 0.193, 0.524], [0.220, -0.107, -0.129], [0.089, 0.126, 0.185], [0.242, 0.079, 0.385], [-0.045, -0.080, -0.217]]
}

{
  "formula": "CH2ClO3S",
  "method": "ωB97M-V/def2-TZVPD",
  "e_above_lowest_ev": 2.471,
  "fmax_ev_per_a": 2.22,
  "orbital_gap_ev": [6.49, 8.08],
  "charge": -1,
  "e_lumo_ev": [3.482, 3.512],
  "elements": ["C", "O", "O", "O", "S", "Cl", "H", "H"],
  "coordinates": [[-0.5449, 2.1300, -0.4727], [-4.2407, 0.9132, -0.6823], [-2.7572, -1.1192, -0.6253], [-2.8622, 0.4391, 1.3369], [-3.0595, 0.2141, -0.1120], [0.6559, 1.3257, 0.3037], [-0.9189, 1.6266, -1.3161], [-0.9788, 2.9904, -0.0380]],
  "forces_ev_per_angstrom": [[-0.692, 0.203, -0.681], [0.347, -0.857, 0.346], [-0.434, -0.499, 0.112], [-0.469, -0.628, -0.414], [0.649, 2.117, 0.074], [1.445, -0.730, 1.127], [-0.512, -0.109, -0.916], [-0.333, 0.504, 0.351]]
}

{
  "formula": "CH2ClPS",
  "method": "ωB97M-V/def2-TZVPD",
  "e_above_lowest_ev": 2.314,
  "fmax_ev_per_a": 5.17,
  "orbital_gap_ev": 7.66,
  "charge": 0,
  "e_lumo_ev": -1.497,
  "elements": ["C", "P", "S", "Cl", "H", "H"],
  "coordinates": [[-0.7695, 1.5958, -1.2429], [0.0582, 2.8230, -0.0686], [1.9442, 2.4827, -0.0482], [-1.8584, 0.4791, -0.2991], [-0.3029, 0.9452, -1.9270], [-1.6351, 2.7115, -1.7687]],
  "forces_ev_per_angstrom": [[-3.475, 3.720, 0.876], [0.196, -0.880, -0.241], [-0.297, 0.056, -0.137], [0.369, 0.749, -0.281], [0.806, -0.033, -1.136], [2.401, -3.611, 0.919]]
}

{
  "formula": "CH2CuO3",
  "method": "ωB97M-V/def2-TZVPD",
  "fmax_ev_per_a": 6.42,
  "s2": 2.0015,
  "orbital_gap_ev": [8.52, 7.70],
  "spin_multiplicity": 3,
  "charge": 1,
  "e_lumo_ev": [-5.157, -9.314],
  "elements": ["H", "O", "C", "O", "O", "Cu", "H"],
  "coordinates": [[-0.3157, 1.7630, -0.1958], [0.1658, -1.0815, -0.1653], [-0.5231, -0.0070, 0.2302], [-1.6556, 0.2773, -0.0827], [0.3506, 0.9984, 0.1138], [2.1704, -0.0383, -0.0795], [-0.1925, -1.9119, 0.1793]],
  "forces_ev_per_angstrom": [[2.315, -1.389, 0.912], [0.747, -1.657, 1.707], [-3.167, 1.704, -5.321], [0.350, -1.653, 2.478], [-0.081, 3.225, 0.522], [-0.003, 0.183, -0.122], [-0.161, -0.413, -0.178]]
}